Record 1
The following is a quantum chemistry calculation of 2 unconnected molecules or ions with the total composition C2H4O2 at a distorted geometry, from the Open Molecules 2025 dataset.

Element x y z (Å)
O  -1.58983  0.68609  0.19211
C  -0.20043  -0.77872  -0.13104
C  0.94242  0.15025  -0.12240
O  0.80504  1.34356  -0.00718
H  -1.18209  1.59081  0.29412
H  -0.73342  -0.99958  0.76318
H  0.00139  -1.72004  -0.74334
H  1.95692  -0.27238  -0.24547

The value obtained for the relative energy (zero: lowest compared OMol25 entry of this formula, charge and spin) is 491.70 kJ/mol. Its HOMO energy (alpha / beta) is -10.4 / -10.2 eV. Its LUMO energy (alpha / beta) is -1.3862 / -1.3676 eV.

=====

Record 2
The following is a quantum chemistry calculation of a molecular structure, C33H26N7O5PtS2 at a distorted geometry, from the Open Molecules 2025 dataset.

Element x y z (Å)
Pt  -0.15004  -0.96807  -0.78369
C  4.40308  -2.98085  1.33078
C  4.20520  -3.76827  0.25842
C  2.99680  -3.82196  -0.51209
C  1.91961  -3.06505  -0.15390
C  2.06545  -2.16265  1.01513
C  3.32735  -2.11417  1.88424
N  0.77720  -2.78682  -0.83936
C  0.18634  -3.69198  -1.68374
C  0.45670  -5.05995  -1.73871
C  -0.17691  -5.86082  -2.67456
C  -1.09919  -5.31294  -3.55925
C  -1.45439  -3.98537  -3.45947
C  -0.85781  -3.16816  -2.49121
N  -1.22778  -1.87432  -2.26576
N  -2.30041  -1.49204  -2.91577
C  -2.62501  -0.22414  -3.14876
C  -3.93317  0.02108  -3.64432
C  -4.32535  1.31630  -3.86037
C  -3.42468  2.34914  -3.60290
C  -2.14650  2.00854  -3.18251
N  -1.73800  0.77623  -2.98468
H  5.35565  -2.97204  1.84167
H  5.01501  -4.39525  -0.08892
H  3.00504  -4.38900  -1.42941
H  1.14976  -2.14028  1.61355
H  3.18418  -2.32118  2.95040
H  1.14072  -5.49407  -1.02505
H  0.03165  -6.92139  -2.69566
H  -1.56889  -5.93724  -4.30540
H  -2.21044  -3.55584  -4.09299
H  -4.59658  -0.81454  -3.80948
H  -5.32535  1.53762  -4.21103
H  -3.71250  3.38123  -3.73094
H  -1.40792  2.77156  -2.98653
O  -3.60933  2.42014  2.25468
C  -3.54165  1.10179  2.10183
C  -4.38070  0.30511  2.89207
C  -4.41540  -1.06199  2.73437
C  -3.59793  -1.67680  1.79574
C  -2.74187  -0.90401  1.03334
C  -2.69927  0.47931  1.15684
C  -1.84234  1.34385  0.25171
O  -1.99698  2.57324  0.29745
O  -1.09374  0.80025  -0.60996
H  -2.93066  2.81422  1.64021
H  -5.00438  0.79881  3.62287
H  -5.08705  -1.65461  3.34080
H  -3.63832  -2.74738  1.65298
H  -2.08901  -1.39894  0.30135
N  3.89426  6.36916  0.18180
C  3.06770  5.50330  0.88655
C  3.49101  4.96602  2.10151
C  2.65674  4.12985  2.81759
C  1.40468  3.82101  2.32464
C  0.96122  4.35616  1.12970
C  1.78962  5.19940  0.41480
S  0.39604  2.59324  3.15895
O  -0.86664  3.17210  3.50780
O  1.17823  2.05421  4.25733
N  0.16963  1.48114  2.00028
C  1.15402  0.74218  1.65096
S  2.63849  0.56763  2.73675
C  3.43942  -0.59241  1.57398
C  2.39145  -0.76049  0.46354
N  1.24987  0.07007  0.53884
H  4.87953  6.25319  0.36229
H  3.67917  6.45206  -0.79940
H  4.48264  5.19009  2.46836
H  2.97066  3.68038  3.74579
H  -0.01261  4.07494  0.76148
H  1.46155  5.61002  -0.52896
H  4.43403  -0.23567  1.30655
H  2.81908  -0.77388  -0.54515

Its HOMO energy (alpha / beta) is -4.6 / -4.6 eV. Its LUMO energy (alpha / beta) is 0.5496 / 0.5301 eV. The net charge is -1.

=====

Record 3
The following is a quantum chemistry calculation of C17H24N4O2S in the gas phase at a distorted geometry, from the Open Molecules 2025 dataset.

Element x y z (Å)
C  -0.73832  3.76112  -0.79218
H  -1.73102  3.92018  -1.20935
O  -0.81751  2.59474  -0.01064
C  0.37609  2.26531  0.65992
C  1.36354  1.46756  -0.21638
N  1.06711  0.06154  -0.18477
C  1.60089  -0.86247  0.66614
N  1.03231  -2.02396  0.50758
N  0.09895  -1.88176  -0.44965
C  0.11317  -0.64484  -0.86225
C  -0.76251  -0.07491  -1.91453
C  0.03127  0.45549  -3.08183
C  -0.36489  1.61580  -3.73463
C  0.36642  2.10718  -4.80213
C  1.50385  1.44357  -5.22930
C  1.89993  0.28034  -4.59073
C  1.16711  -0.21193  -3.52560
H  1.47445  -1.12356  -3.03309
H  2.78213  -0.24629  -4.92354
H  2.07736  1.82911  -6.05903
H  0.04794  3.01166  -5.29981
H  -1.25359  2.13470  -3.40504
H  -1.36618  0.72516  -1.47871
H  -1.42934  -0.87395  -2.24813
S  2.81653  -0.48287  1.85865
C  2.00801  -1.32816  3.25960
H  2.22163  -2.39341  3.19626
H  2.45428  -0.89636  4.15461
C  0.51692  -1.01440  3.20362
O  0.10339  0.12893  3.20602
N  -0.27179  -2.09611  3.14691
H  0.13818  -3.00835  3.02259
C  -1.71513  -2.01439  2.99121
C  -2.39970  -2.38453  4.30635
H  -3.47737  -2.29697  4.20139
H  -2.07205  -1.71968  5.10160
H  -2.15860  -3.40868  4.58403
C  -2.15504  -2.92581  1.85179
H  -3.21234  -2.78252  1.64739
H  -1.58935  -2.70841  0.94840
H  -1.99264  -3.96816  2.11985
H  -1.93645  -0.96932  2.74891
H  1.31911  1.81077  -1.25362
H  2.37872  1.59983  0.16411
H  0.87227  3.17583  1.01904
H  0.08902  1.66117  1.52686
H  -0.46275  4.62677  -0.17808
H  -0.01402  3.66506  -1.60977

The value obtained for the relative energy (zero: lowest compared OMol25 entry of this formula, charge and spin) is 206.49 kJ/mol. Its HOMO energy is -8.6 eV. Its LUMO energy is 0.6917 eV. The SMILES is COCCn1c(Cc2ccccc2)nnc1SCC(=O)NC(C)C.

=====

Record 4
The following is a quantum chemistry calculation of a gas-phase ion, C2H9NO2PS2 (charge +1) at a distorted geometry, from the Open Molecules 2025 dataset.

Element x y z (Å)
C  0.91692  0.67389  -0.66746
C  -0.01081  0.03205  0.43231
N  1.49910  1.94815  -0.25314
O  -0.71115  0.98325  1.19542
O  -1.03375  -2.33185  1.26012
P  -1.12555  -1.34060  -0.03710
S  -3.00339  -0.62500  -0.10755
S  -0.13359  -2.03408  -1.70118
H  0.27997  0.79581  -1.62494
H  1.72126  -0.06153  -0.89349
H  0.84774  -0.43131  1.15482
H  2.44912  1.81970  0.12945
H  0.79746  2.23830  0.52993
H  1.41320  2.61560  -0.99783
H  -1.74787  0.87861  1.23428
H  -1.19746  -2.13013  2.18483
H  -0.96120  -3.03084  -1.83847

The value obtained for the relative energy (zero: lowest compared OMol25 entry of this formula, charge and spin) is 0.00 kJ/mol. Its HOMO energy is -12.3 eV. Its LUMO energy is -3.7713 eV. The net charge is +1. The SMILES is [NH3+]C[C@@H](O)[P@@](O)(=S)S.